[1]
77
Properties=species:S:1:pos:R:3:forces:R:3:mulliken_charge:R:1 method="wB97M-V/def2-TZVPD" homo_lumo_gap_ev="4.8 / 6.8" multiplicity=3 s_squared=2.03
Ti 0.31889 -0.61306 1.20635 -1.746 -0.187 2.844 -0.468
N -1.61741 -0.57666 5.11065 0.120 -0.168 -0.649 0.130
C -1.72561 -1.07086 3.87215 -0.129 -0.015 0.326 -0.451
N -0.64291 -0.77996 3.17935 0.139 0.333 0.751 0.057
C 0.13319 -0.06386 4.06565 -1.121 -0.326 0.888 0.210
N -0.44461 0.06554 5.25335 0.621 0.376 0.066 -0.886
C 1.39159 0.44714 3.63715 0.820 0.567 0.324 0.407
C 2.10339 1.42934 4.33245 -0.599 -0.537 -0.206 -0.401
N 3.23979 1.92634 3.90475 0.361 0.354 0.277 -0.743
C 3.72339 1.38034 2.76745 -0.298 -0.372 -0.202 -0.692
C 3.04869 0.42154 2.04845 1.227 0.449 -0.108 -0.493
N 1.83829 -0.03956 2.42465 -0.503 0.146 0.878 0.633
H -2.28231 -0.60216 5.87105 0.133 -0.019 -0.221 0.196
H -2.58971 -1.59466 3.51445 -0.165 -0.048 -0.043 0.600
H 1.68809 1.82074 5.25085 -0.049 0.022 0.119 0.471
H 4.67929 1.76084 2.44095 0.087 -0.114 -0.194 0.440
H 3.46469 0.03654 1.12465 -0.103 0.085 0.099 0.613
O 3.36349 -0.04646 -0.93985 0.016 -0.099 -0.150 -0.675
C 2.21569 -0.38036 -1.16945 0.693 0.175 -0.919 0.273
O 1.32909 -0.61546 -0.25595 2.425 0.045 -2.252 0.339
C 1.64909 -0.57536 -2.56675 -0.394 -0.148 0.477 -1.224
P -0.18431 -0.67056 -2.25155 0.029 0.035 -1.290 0.452
C -0.70811 -0.81976 -4.00605 -0.064 0.025 0.256 0.525
C -0.52081 0.17354 -4.96075 -0.064 -0.060 -0.038 -0.341
C -0.86131 -0.05936 -6.28065 0.093 0.200 -0.058 -0.720
C -1.39021 -1.28196 -6.65835 -0.033 -0.112 -0.054 -0.465
C -1.59071 -2.27166 -5.71115 -0.004 -0.054 -0.202 -0.636
C -1.25211 -2.03986 -4.38905 -0.020 0.053 0.022 -0.447
C -0.55611 1.09164 -1.89195 -0.473 -0.213 -0.061 -0.423
C 0.47049 2.06724 -1.39455 -0.050 -0.149 -0.059 0.094
C 0.02439 3.55154 -1.34155 0.058 0.227 -0.271 0.336
C -1.45211 3.77044 -1.37025 -0.048 -0.178 -0.036 -0.971
C -2.30621 2.78294 -1.62745 -0.051 0.632 0.076 -0.692
C -1.84801 1.45704 -1.96395 0.791 -0.542 -0.212 -0.498
H 1.99379 -1.53996 -2.95365 -0.080 0.059 0.028 0.567
H 1.96909 0.19374 -3.27455 0.018 -0.033 0.205 0.507
H -0.11551 1.13024 -4.66235 0.038 0.105 -0.002 0.294
H -0.70531 0.71054 -7.02335 -0.002 0.064 -0.038 0.396
H -1.63961 -1.45976 -7.69415 -0.058 -0.034 -0.070 0.388
H -2.00331 -3.22306 -6.01045 -0.068 -0.109 0.002 0.395
H -1.41421 -2.80616 -3.64185 -0.005 -0.047 0.041 0.372
H 1.39239 1.95924 -1.97215 -0.022 0.079 0.067 0.495
H 0.49819 4.18724 -2.09615 0.032 0.050 0.093 0.269
H -1.79691 4.77494 -1.17705 -0.159 0.129 0.046 0.383
H -3.36961 2.95834 -1.62855 -0.175 0.119 -0.005 0.456
H -2.58721 0.74944 -2.31625 -0.040 -0.089 0.033 0.462
F -0.96801 -7.15806 -0.06255 0.000 0.355 -0.001 -0.255
C 0.22119 -6.86286 0.49695 -0.166 -1.264 -0.087 0.723
F 0.28449 -7.61696 1.61855 0.097 0.404 0.030 -0.250
F 1.15939 -7.33776 -0.33055 0.199 0.286 -0.042 -0.279
C 0.36119 -5.40716 0.78505 0.003 1.287 0.295 0.575
C 1.48089 -4.65186 0.41175 -0.581 -0.993 0.119 -1.228
C 1.51019 -3.30876 0.70625 -0.356 0.721 0.396 -0.198
N 0.49069 -2.64606 1.31175 0.177 -3.480 -0.374 0.791
C -0.56571 -3.40926 1.69555 0.427 0.616 0.252 0.046
C -0.67011 -4.75546 1.47455 0.648 -0.829 -0.509 -1.392
H 2.30279 -5.11916 -0.10935 0.069 0.038 0.009 0.513
H 2.38499 -2.71726 0.45225 -0.203 0.000 -0.031 0.597
H -1.36881 -2.90566 2.21285 0.193 0.017 -0.199 0.338
H -1.53851 -5.30206 1.81075 -0.070 0.033 -0.005 0.474
C -0.24931 5.72244 1.28475 -0.116 -0.068 0.045 -1.485
C -0.22471 4.24384 1.14295 -0.236 -0.405 0.395 0.223
C -0.94631 3.40954 1.91725 0.354 1.207 -0.344 -2.042
C -0.81331 1.99784 1.80875 0.610 -0.975 -0.486 0.065
N 0.00779 1.36454 1.02145 -1.211 2.149 0.407 2.151
C 0.84279 2.13274 0.12395 0.651 0.192 -0.107 -1.150
C 0.64889 3.67044 0.07985 0.062 -0.067 0.219 0.034
H -1.03601 6.03904 1.96575 0.023 0.093 0.042 0.410
H -0.40401 6.19054 0.31415 -0.001 0.133 -0.093 0.326
H 0.71789 6.06044 1.66105 0.026 0.098 0.014 0.366
H -1.62581 3.77974 2.66965 -0.048 0.122 0.062 0.383
H -1.44091 1.39774 2.45925 0.090 0.029 -0.114 0.184
H 1.88549 1.84304 0.32565 -0.313 0.016 -0.132 0.170
H 1.60769 4.19524 0.05175 -0.037 -0.018 0.035 0.727
Se -2.06681 -0.95956 0.28565 -0.920 -0.836 -0.981 0.002
C -3.13151 -0.08356 1.43535 -0.329 0.294 0.426 0.343
N -3.78721 0.47814 2.20435 -0.222 0.173 0.180 -0.690

[2]
71
Properties=species:S:1:pos:R:3:forces:R:3:mulliken_charge:R:1 method="wB97M-V/def2-TZVPD" homo_lumo_gap_ev="7.3 / 7.2" multiplicity=5 s_squared=6.01
Fe 1.34918 1.34888 0.52005 0.319 0.061 -0.105 1.817
O 4.92388 0.16319 1.30887 0.268 0.128 -0.022 -0.665
C 3.79183 -0.25499 1.35594 -0.209 0.285 0.047 0.228
O 2.72940 0.49911 1.51336 -0.014 -0.286 0.048 -0.748
C 3.53480 -1.74720 1.24058 -0.127 0.034 -0.108 -0.694
P 2.50569 -2.34653 -0.17491 -0.007 -0.026 0.323 -0.413
C 0.84189 -1.58272 0.16701 -0.304 0.847 1.596 0.488
C -1.56177 -2.72684 -1.05089 0.048 -0.097 -0.369 -1.339
C -2.24833 -1.36926 0.41329 -0.118 -0.271 0.041 -0.826
C -1.85779 -0.29274 1.37132 -0.807 -0.156 -0.279 -1.000
C -0.72587 -0.31029 2.04905 1.204 -0.467 0.591 -0.417
C 0.23833 -1.41234 1.88552 0.784 1.669 -0.493 -0.041
C 3.13386 -1.46488 -1.64740 -0.059 0.054 -0.103 0.408
C 3.26869 -2.27675 -2.77705 -0.074 0.059 -0.031 -0.491
C 3.73310 -1.76206 -3.98050 0.005 0.097 0.044 -0.658
C 4.07426 -0.41921 -4.06995 -0.040 -0.085 0.071 -0.451
C 3.95692 0.39816 -2.95234 -0.029 -0.097 0.054 -1.062
C 3.49425 -0.11836 -1.75050 0.061 -0.071 -0.067 0.536
H 3.03615 -2.10043 2.14558 0.019 -0.061 0.017 0.511
H 4.48949 -2.26442 1.17031 0.054 0.003 0.003 0.546
H -0.60460 -3.08983 -1.45384 -0.165 0.169 0.103 0.394
H -3.29968 -1.64644 0.48350 0.066 0.032 -0.030 0.766
H -2.54915 0.53651 1.47276 0.007 -0.057 -0.013 0.525
H -0.49604 0.50581 2.72538 0.128 -0.080 -0.023 0.332
H 1.08583 -1.51156 2.54023 -0.228 -0.105 0.385 0.625
H 2.99970 -3.32450 -2.70925 0.014 0.005 0.003 0.361
H 3.82890 -2.40946 -4.84234 0.002 0.003 -0.001 0.383
H 4.43909 -0.01213 -5.00412 0.000 -0.001 -0.008 0.397
H 4.23452 1.44306 -3.00627 -0.005 -0.003 -0.002 0.408
H 3.45230 0.54235 -0.90017 -0.020 0.038 0.031 0.220
C -4.27350 5.27794 0.78329 0.037 0.041 -0.056 -0.794
O -3.32584 5.96915 -0.01701 -0.040 -0.035 0.033 -0.449
C -2.12170 5.39021 -0.20889 -0.051 -0.043 0.050 1.052
C -1.22633 6.12391 -1.01562 -0.079 0.070 -0.009 -1.107
C 0.01028 5.61207 -1.25368 0.104 -0.048 -0.011 -0.837
C 0.43833 4.36526 -0.73061 -0.035 0.006 -0.013 -0.022
C 1.76356 3.88667 -1.02954 0.048 -0.002 0.007 0.848
C 2.71193 4.72947 -1.84595 -0.009 0.025 -0.002 -1.729
O 2.20602 2.78386 -0.65431 -0.048 -0.013 -0.047 -0.543
C -0.47671 3.62648 0.07933 0.071 0.051 -0.070 -0.039
O -0.21443 2.47108 0.60599 -0.098 0.031 0.118 -0.409
C -1.75634 4.17618 0.32570 -0.015 0.052 -0.031 -0.488
H -5.16085 5.90267 0.80481 -0.006 0.015 -0.005 0.239
H -3.90269 5.13658 1.79970 0.025 0.003 0.026 0.328
H -4.52189 4.30778 0.34826 0.002 -0.011 -0.016 0.325
H -1.54318 7.07436 -1.42226 0.001 -0.026 0.015 0.431
H 0.68852 6.18403 -1.87365 -0.016 -0.038 0.027 0.387
H 2.81061 5.73473 -1.43625 -0.001 -0.026 -0.004 0.454
H 2.35197 4.81937 -2.87272 0.000 0.006 0.013 0.388
H 3.68281 4.24232 -1.84794 0.003 -0.003 -0.009 0.324
H -2.41934 3.59668 0.95067 0.006 0.003 0.002 0.380
N -4.38065 -7.67608 4.09148 0.014 0.027 -0.013 -0.530
C -3.88565 -6.83473 3.48567 0.100 0.162 -0.137 -0.057
C -3.26256 -5.77540 2.72288 -0.092 -0.158 0.056 0.654
C -2.75348 -4.65912 3.38085 -0.012 -0.001 0.054 -1.137
C -2.15871 -3.64499 2.65165 0.019 0.066 0.020 0.305
C -2.08359 -3.75808 1.27055 0.113 0.356 -0.029 -0.193
C -2.59009 -4.85356 0.60511 0.017 -0.063 -0.158 -0.573
C -3.17829 -5.87129 1.33553 -0.042 -0.081 0.054 -0.855
N -1.45107 -2.67960 0.48979 -0.668 0.307 0.196 1.327
C -1.79515 -1.20435 -1.04351 0.111 -0.130 -0.085 -0.070
C -0.66083 -0.20918 -1.00460 -0.477 0.130 -0.555 -0.403
N 0.48809 -0.35850 -0.48951 0.351 -0.672 0.127 -0.051
C -0.07355 -2.44784 0.94893 -0.004 -1.835 -0.899 -0.921
H -2.82825 -4.59010 4.45757 0.006 0.009 -0.014 0.449
H -1.76731 -2.77084 3.15524 0.003 -0.004 -0.001 0.420
H -2.52427 -4.86227 -0.47634 -0.021 -0.004 0.028 0.532
H -3.57921 -6.74158 0.83388 0.006 0.008 0.004 0.454
H -2.55242 -0.83272 -1.73378 -0.049 0.003 0.046 0.563
H -0.85803 0.78453 -1.40636 -0.014 -0.008 -0.083 0.482
H 0.37497 -3.41923 1.19245 -0.031 0.211 -0.330 0.728

[3]
73
Properties=species:S:1:pos:R:3:forces:R:3:mulliken_charge:R:1 method="wB97M-V/def2-TZVPD" homo_lumo_gap_ev=6.3 total_charge=-2
Na -0.63296 -2.20129 0.76457 -0.121 -0.154 0.021 1.070
O -4.98189 -2.35667 1.28494 -0.005 0.123 -0.060 -0.817
C -3.73924 -2.23619 1.35633 0.047 -0.186 0.181 0.235
O -2.86057 -2.64155 0.57298 -0.352 -0.095 -0.041 -0.700
C -3.22464 -1.44356 2.58064 -0.012 0.092 0.016 0.501
C -4.12381 -0.75465 3.39321 0.008 -0.033 0.013 -0.498
C -3.63928 -0.01819 4.45866 0.014 0.002 0.009 -0.324
C -2.27144 -0.00532 4.70020 -0.001 -0.016 -0.008 -0.820
C -1.45068 -0.72465 3.84524 0.023 -0.052 0.010 -0.221
N -1.91119 -1.41279 2.80410 0.000 0.063 -0.121 0.110
H -5.17508 -0.82431 3.15183 -0.004 0.012 0.008 0.450
H -4.31570 0.53958 5.09759 0.000 -0.003 0.002 0.377
H -1.84350 0.54719 5.52714 -0.011 0.006 0.000 0.412
H -0.37474 -0.75726 3.99144 -0.004 0.015 0.000 0.386
C 6.98229 -3.56247 -1.95888 0.011 -0.007 -0.014 -1.446
C 5.89918 -2.73016 -1.32265 -0.025 0.001 -0.004 1.105
C 4.55663 -2.95819 -1.61814 0.020 -0.004 0.010 -0.865
C 3.55606 -2.22390 -1.00166 -0.013 -0.015 0.021 -0.523
C 3.88091 -1.23485 -0.08231 -0.018 -0.020 -0.082 -0.573
C 5.21103 -1.00185 0.22409 0.003 0.038 0.010 -0.322
C 6.21087 -1.74329 -0.39457 0.005 0.008 0.003 -0.704
S 2.53875 -0.29047 0.67537 -0.153 -0.197 0.185 1.244
O 1.98675 0.48217 -0.43275 0.038 0.016 -0.097 -0.651
O 3.22567 0.50759 1.68916 -0.030 -0.019 -0.043 -0.858
N 1.51385 -1.32876 1.18179 0.474 0.157 0.192 0.174
C 2.03781 -2.13560 2.30099 -0.029 0.057 -0.036 -0.451
C 1.20573 -3.40173 2.64447 -0.001 0.031 0.007 0.210
O 1.38797 -3.84440 3.79755 0.040 -0.007 -0.046 -0.808
O 0.47722 -3.88107 1.73889 0.086 -0.030 0.054 -0.792
H 6.63116 -4.02373 -2.88325 0.000 0.002 0.002 0.352
H 7.30532 -4.36714 -1.29276 -0.005 0.003 0.002 0.271
H 7.86186 -2.95954 -2.19429 -0.002 0.002 0.008 0.364
H 4.29188 -3.73419 -2.32928 0.002 0.003 -0.001 0.288
H 2.51069 -2.42467 -1.20330 -0.001 0.007 0.003 0.466
H 5.44312 -0.23818 0.95520 0.001 -0.001 -0.001 0.469
H 7.25131 -1.55623 -0.14470 -0.001 -0.001 -0.002 0.309
H 2.14302 -1.53901 3.21121 -0.018 -0.029 0.028 0.230
H 3.04440 -2.52826 2.07947 0.010 0.021 0.011 0.375
O -1.24370 -0.51502 -0.60383 0.132 0.042 -0.362 -0.547
P -1.45143 0.86705 -1.08361 0.136 -0.021 0.240 1.714
C -0.91939 1.18206 -2.78345 -0.138 -0.017 -0.084 -0.131
C 0.42976 0.96800 -3.07094 -0.025 0.039 -0.018 -0.309
C 0.88889 1.16945 -4.36428 0.035 -0.028 0.044 -0.815
C 0.01614 1.57839 -5.36502 -0.004 0.013 -0.039 -0.398
C -1.32549 1.78600 -5.08001 -0.016 -0.011 0.041 -0.671
C -1.79576 1.58471 -3.78755 0.116 -0.025 -0.010 -0.443
C -0.56860 2.08483 -0.09553 -0.125 0.093 0.136 0.576
C -0.33576 1.74391 1.23579 0.058 0.000 -0.079 -0.211
C 0.35729 2.61408 2.05805 0.000 0.030 -0.006 -0.149
C 0.80458 3.83132 1.56062 0.011 -0.019 0.065 -0.626
C 0.56604 4.17743 0.23988 -0.017 -0.020 -0.078 -0.675
C -0.11671 3.30007 -0.59321 0.002 0.042 0.051 -0.567
C -3.20386 1.28685 -0.97117 -0.095 -0.054 0.022 0.115
C -3.71188 2.57863 -1.08740 -0.061 0.024 -0.016 -0.207
C -5.06557 2.80732 -0.89360 0.043 0.013 -0.003 -0.637
C -5.90706 1.75030 -0.55904 -0.005 -0.019 0.007 -0.413
C -5.40143 0.46568 -0.42581 -0.020 0.006 -0.003 -0.463
C -4.04876 0.22829 -0.64269 -0.014 0.116 0.050 -1.083
H 1.09872 0.65830 -2.27103 0.026 -0.008 -0.051 0.692
H 1.93562 1.00394 -4.58832 -0.002 0.002 -0.006 0.441
H 0.38365 1.73218 -6.37319 0.001 0.002 0.000 0.347
H -2.00937 2.09828 -5.86026 0.010 -0.001 -0.007 0.390
H -2.84344 1.73550 -3.56201 -0.024 0.000 0.003 0.380
H -0.63608 0.76894 1.59837 -0.012 -0.003 -0.009 0.002
H 0.58216 2.32077 3.07497 0.011 0.006 0.000 0.420
H 1.36811 4.50046 2.19998 0.000 0.000 0.002 0.343
H 0.93815 5.11619 -0.15341 -0.003 0.001 0.003 0.360
H -0.26483 3.55182 -1.63729 -0.008 0.000 -0.008 0.383
H -3.04794 3.40800 -1.30639 0.011 0.000 -0.001 0.390
H -5.46072 3.81306 -0.97690 -0.005 0.001 -0.003 0.376
H -6.95937 1.93827 -0.37850 -0.004 0.003 -0.008 0.376
H -6.02621 -0.36277 -0.11627 0.009 -0.011 -0.010 0.475
H -3.63451 -0.76470 -0.50548 0.007 0.013 -0.102 0.538